Entry 1:
Entry from the Open Molecules 2025 dataset: a molecular structure, C50H46N8NaS8SbSe2 (ωB97M-V with the def2-TZVPD basis set).

The calculation puts the lowest unoccupied orbital energy at 3.05 eV. The net charge is -2. The calculation puts the energy relative to the best compared isomer or geometry (same formula, charge and spin) at 30.9 kcal/mol.

Each line ends with the Löwdin charge.
Atoms and positions in Å:
Na 1.718 1.507 -0.770  -0.258
Se 0.676 5.281 0.717  0.621
Se 1.777 5.364 2.728  0.608
C 1.920 3.479 3.151  -0.668
C 2.265 3.155 4.460  -0.135
C 2.392 1.814 4.775  -0.082
C 2.177 0.867 3.785  -0.044
C 1.847 1.301 2.510  -0.110
N 1.712 2.595 2.203  0.060
C 2.079 5.152 -0.613  -0.650
C 3.057 6.128 -0.693  -0.126
C 3.994 6.000 -1.710  -0.071
C 3.882 4.951 -2.602  -0.072
C 2.838 4.049 -2.442  -0.185
N 1.957 4.135 -1.443  0.045
H 2.432 3.930 5.198  0.087
H 2.662 1.511 5.779  0.099
H 2.276 -0.190 3.986  0.086
H 1.706 0.602 1.692  0.068
H 3.089 6.939 0.021  0.083
H 4.807 6.711 -1.791  0.100
H 4.610 4.754 -3.379  0.055
H 2.729 3.198 -3.109  0.012
N -0.376 1.076 -0.241  -0.246
S -1.503 0.285 0.184  0.739
N -1.568 -1.338 0.449  -0.368
S -0.608 -2.507 0.145  0.856
N 0.707 -2.787 0.866  -0.356
S 2.150 -2.026 0.205  0.764
N 2.094 -0.653 -0.217  -0.232
C 3.238 -2.446 1.560  -0.310
C 4.582 -2.294 1.228  -0.049
C 5.528 -2.446 2.229  -0.056
C 5.133 -2.730 3.531  -0.097
C 3.786 -2.854 3.847  -0.110
C 2.824 -2.705 2.856  -0.104
C 2.598 -3.259 -1.003  -0.339
C 2.771 -2.801 -2.293  -0.156
C 3.116 -3.731 -3.275  -0.084
C 3.302 -5.058 -2.947  -0.092
C 3.148 -5.496 -1.628  -0.099
C 2.796 -4.590 -0.646  -0.086
C -0.460 -2.685 -1.621  -0.297
C -0.274 -1.545 -2.387  -0.083
C -0.093 -1.690 -3.758  -0.082
C -0.125 -2.950 -4.330  -0.069
C -0.287 -4.086 -3.541  -0.083
C -0.436 -3.963 -2.174  -0.074
C -1.660 -3.868 0.607  -0.301
C -1.122 -4.926 1.316  -0.057
C -1.947 -5.989 1.664  -0.075
C -3.280 -5.986 1.287  -0.090
C -3.801 -4.920 0.560  -0.075
C -2.991 -3.851 0.217  -0.057
C -2.150 0.829 1.776  -0.285
C -2.997 0.096 2.594  -0.079
C -3.366 0.618 3.825  -0.089
C -2.861 1.845 4.242  -0.090
C -1.985 2.552 3.431  -0.071
C -1.632 2.049 2.186  -0.081
C -2.913 0.332 -0.950  -0.281
C -4.143 -0.269 -0.703  -0.088
C -5.130 -0.214 -1.674  -0.095
C -4.874 0.419 -2.890  -0.096
C -3.642 1.006 -3.125  -0.090
C -2.657 0.978 -2.143  -0.088
H 4.875 -2.000 0.214  0.032
H 6.575 -2.315 1.988  0.110
H 5.879 -2.837 4.310  0.092
H 3.483 -3.057 4.868  0.092
H 1.768 -2.796 3.075  0.093
H 2.640 -1.748 -2.536  -0.006
H 3.276 -3.377 -4.285  0.116
H 3.595 -5.767 -3.714  0.093
H 3.319 -6.535 -1.372  0.088
H 2.683 -4.903 0.386  0.105
H -0.155 -0.566 -1.935  0.060
H 0.124 -0.810 -4.348  0.071
H 0.029 -3.057 -5.397  0.105
H -0.255 -5.071 -3.988  0.102
H -0.520 -4.842 -1.547  0.113
H -0.074 -4.894 1.586  0.104
H -1.541 -6.821 2.225  0.102
H -3.919 -6.818 1.555  0.098
H -4.841 -4.924 0.260  0.102
H -3.372 -3.011 -0.348  0.104
H -3.329 -0.888 2.287  0.094
H -4.027 0.055 4.473  0.096
H -3.134 2.236 5.215  0.097
H -1.553 3.486 3.771  0.108
H -0.923 2.558 1.539  0.076
H -4.325 -0.779 0.234  0.091
H -6.092 -0.678 -1.494  0.095
H -5.642 0.444 -3.655  0.096
H -3.432 1.506 -4.062  0.104
H -1.687 1.438 -2.299  0.091
S 5.769 2.154 -3.983  -0.362
Sb 4.579 0.842 -2.483  -0.189
S 2.354 0.638 -3.362  -0.087
S 4.477 1.922 -0.399  -0.196
S 5.523 -1.282 -2.228  -0.211
S -1.973 4.341 -2.965  0.599
C -3.028 4.355 -1.664  -0.886
N -2.667 4.828 -0.459  0.012
C -3.513 4.885 0.715  -0.174
C -4.572 3.797 0.643  -0.160
C -5.270 3.890 -0.702  -0.184
N -4.275 3.833 -1.752  0.001
H -1.715 5.151 -0.397  0.020
H -3.995 5.868 0.799  0.117
H -2.881 4.752 1.593  0.105
H -5.289 3.916 1.457  0.115
H -4.102 2.818 0.742  0.104
H -5.853 4.820 -0.757  0.114
H -5.959 3.055 -0.841  0.114
H -4.533 3.526 -2.672  0.101

=====

Entry 2:
Entry from the Open Molecules 2025 dataset: a molecular structure, C50H47As2N7S2Ti in a non-equilibrium geometry (ωB97M-V with the def2-TZVPD basis set).

As for the multiplicity: 2. The calculation puts the lowest unoccupied orbital energy (spin up / spin down) at -8.37 / -8.04 eV. The net charge is +3. The calculation puts the energy relative to the best compared isomer or geometry (same formula, charge and spin) at 36.8 kcal/mol.

Each line ends with the Löwdin spin population.
Atoms and positions in Å:
Ti -9.195 3.274 16.690  0.969
C -7.254 5.973 16.862  0.002
N -7.290 4.535 17.072  0.000
C -6.066 3.732 16.765  0.001
C -6.422 2.729 15.726  0.008
N -7.650 2.353 15.441  0.004
C -7.584 1.421 14.418  0.000
C -8.546 0.833 13.702  0.001
C -8.231 0.103 12.611  0.000
C -6.846 0.000 12.254  0.001
C -5.829 0.565 12.971  0.000
C -6.234 1.320 14.077  0.001
N -5.513 2.144 14.947  0.003
C -8.674 6.367 16.795  0.001
N -9.577 5.369 16.704  0.001
C -10.783 6.059 16.394  0.003
C -12.100 5.644 16.328  0.001
C -13.044 6.598 16.013  0.000
C -12.743 7.926 15.771  0.000
C -11.426 8.389 15.941  0.000
C -10.477 7.415 16.289  0.000
N -9.119 7.544 16.533  0.000
H -6.610 6.161 15.978  0.000
H -6.766 6.528 17.624  0.000
H -7.333 4.443 18.070  0.001
H -5.762 3.168 17.630  0.000
H -5.264 4.384 16.387  0.000
H -9.554 1.105 13.949  0.000
H -8.898 -0.385 11.954  0.000
H -6.549 -0.660 11.407  0.000
H -4.819 0.538 12.628  0.000
H -4.504 2.259 14.935  0.000
H -12.443 4.642 16.613  0.001
H -14.028 6.303 15.975  0.000
H -13.436 8.692 15.483  0.000
H -11.230 9.471 15.823  0.000
H -8.497 8.343 16.457  0.000
C -9.402 -0.416 17.446  0.000
C -10.454 0.200 16.585  0.001
N -10.461 1.481 16.195  -0.002
C -11.604 1.654 15.318  0.002
C -12.394 0.540 15.201  0.000
S -11.743 -0.779 16.078  0.001
C -11.494 2.827 14.533  0.003
C -12.293 3.291 13.496  -0.001
S -11.408 4.384 12.564  0.003
C -10.099 4.366 13.730  0.005
N -10.316 3.526 14.669  0.002
C -8.872 5.260 13.648  0.001
H -9.561 -1.462 17.492  0.000
H -9.339 -0.105 18.466  0.000
H -8.447 -0.478 16.858  0.000
H -13.175 0.427 14.552  0.000
H -13.334 3.081 13.280  0.000
H -8.657 5.592 12.655  0.000
H -8.011 4.693 14.031  0.000
H -9.057 6.067 14.311  0.000
C -10.940 1.872 20.104  -0.002
C -9.496 2.038 20.673  0.000
As -8.096 2.357 19.214  -0.001
C -7.176 3.883 19.998  -0.001
C -7.936 5.025 20.028  0.000
C -7.297 6.230 20.243  0.000
C -5.900 6.277 20.466  0.000
C -5.192 5.102 20.493  0.000
C -5.807 3.906 20.244  0.000
C -6.829 0.934 19.556  0.000
C -6.385 0.566 20.846  0.000
C -5.293 -0.285 21.024  0.000
C -4.588 -0.714 19.942  0.000
C -5.007 -0.390 18.669  0.000
C -6.136 0.393 18.452  0.000
As -11.412 3.307 18.842  -0.003
C -13.276 2.801 18.329  0.001
C -14.312 3.779 18.183  0.000
C -15.594 3.371 17.994  0.000
C -15.976 2.044 17.840  0.000
C -15.011 1.085 18.068  0.000
C -13.680 1.484 18.342  0.000
C -11.734 4.890 19.912  -0.002
C -11.087 6.072 19.548  0.000
C -11.131 7.190 20.306  0.000
C -11.816 7.201 21.571  0.000
C -12.417 6.044 21.970  0.000
C -12.388 4.905 21.150  0.000
H -11.768 1.791 20.779  0.000
H -10.946 0.938 19.536  0.000
H -9.114 1.096 21.133  0.000
H -9.384 2.849 21.355  0.000
H -8.981 4.912 19.721  0.000
H -7.868 7.152 20.166  0.000
H -5.349 7.186 20.577  0.000
H -4.083 5.076 20.640  0.000
H -5.234 3.009 20.303  0.000
H -6.867 1.047 21.716  0.000
H -4.944 -0.501 22.084  0.000
H -3.664 -1.285 20.070  0.000
H -4.333 -0.822 17.908  0.000
H -6.403 0.819 17.469  0.000
H -14.098 4.825 18.080  0.000
H -16.381 4.167 18.054  0.000
H -16.953 1.742 17.636  0.000
H -15.170 0.048 18.076  0.000
H -12.926 0.713 18.594  0.000
H -10.626 6.149 18.578  0.000
H -10.504 8.011 20.075  0.000
H -11.908 8.089 22.183  0.000
H -12.975 6.062 22.893  0.000
H -12.951 3.999 21.439  0.000

=====

Entry 3:
Entry from the Open Molecules 2025 dataset: a molecular structure, C50H47BrIrN5O2P2Te (ωB97M-V with the def2-TZVPD basis set).

As for the multiplicity: 5. The calculation puts the lowest unoccupied orbital energy (spin up / spin down) at -4.06 / -7.45 eV. The net charge is +2. The calculation puts the energy relative to the best compared isomer or geometry (same formula, charge and spin) at 3.2 kcal/mol.

Each line ends with the Löwdin spin population.
Atoms and positions in Å:
Ir 1.050 -0.753 0.670  2.704
C 3.872 -1.745 -0.932  0.010
N 3.433 -0.770 0.053  0.129
C 4.038 0.547 -0.135  0.010
C 3.297 1.523 0.701  0.008
N 2.058 1.348 1.092  0.119
C 1.726 2.511 1.824  0.008
C 0.563 2.894 2.491  0.001
C 0.557 4.124 3.115  0.000
C 1.678 4.971 3.095  0.001
C 2.837 4.605 2.447  0.001
C 2.828 3.363 1.821  0.004
N 3.806 2.699 1.092  0.001
C 2.816 -2.781 -1.079  0.009
N 1.560 -2.587 -0.747  0.111
C 0.887 -3.758 -1.150  0.007
C -0.456 -4.102 -1.088  0.002
C -0.831 -5.324 -1.608  0.000
C 0.109 -6.199 -2.176  0.000
C 1.447 -5.869 -2.250  0.000
C 1.803 -4.632 -1.729  0.003
N 3.025 -3.972 -1.663  0.002
H 4.834 -2.195 -0.670  0.004
H 3.996 -1.242 -1.893  0.000
H 3.628 -1.098 1.000  0.000
H 3.943 0.833 -1.185  0.000
H 5.101 0.553 0.125  0.004
H -0.290 2.237 2.542  0.000
H -0.332 4.443 3.644  0.000
H 1.631 5.927 3.599  0.000
H 3.708 5.248 2.432  0.000
H 4.752 3.009 0.938  0.001
H -1.182 -3.418 -0.683  0.001
H -1.875 -5.610 -1.591  0.000
H -0.224 -7.148 -2.573  0.000
H 2.174 -6.539 -2.691  0.000
H 3.911 -4.322 -1.991  0.001
C -1.518 -4.168 1.901  0.045
Te -0.318 -2.556 2.581  0.334
C -2.013 -1.425 3.136  0.034
H -1.969 -4.595 2.799  0.012
H -0.888 -4.907 1.416  0.000
H -2.293 -3.823 1.222  0.001
H -2.696 -1.345 2.293  0.002
H -1.667 -0.448 3.459  0.000
H -2.480 -1.961 3.960  0.008
C -1.174 -0.331 -2.451  0.015
P -0.158 0.423 -1.157  0.084
C 1.245 1.120 -2.105  0.016
C 1.876 0.330 -3.071  0.009
C 2.947 0.829 -3.802  -0.001
C 3.411 2.116 -3.563  0.008
C 2.806 2.898 -2.586  0.000
C 1.732 2.404 -1.858  0.007
C -1.173 1.803 -0.599  0.015
C -1.744 1.754 0.668  0.008
C -2.594 2.763 1.093  0.000
C -2.862 3.835 0.255  0.000
C -2.303 3.886 -1.018  0.001
C -1.468 2.869 -1.450  0.003
P -2.699 -1.240 -1.902  0.003
C -3.570 -1.320 -3.511  0.000
C -2.907 -1.347 -4.736  0.001
C -3.616 -1.495 -5.924  0.000
C -4.994 -1.621 -5.900  0.000
C -5.664 -1.610 -4.683  0.000
C -4.959 -1.463 -3.499  0.000
C -3.644 0.056 -1.025  0.000
C -4.055 1.258 -1.607  0.000
C -4.835 2.152 -0.892  0.000
C -5.225 1.853 0.411  0.000
C -4.828 0.662 0.999  0.000
C -4.041 -0.231 0.279  0.000
H -0.560 -1.060 -2.983  0.000
H -1.413 0.484 -3.141  0.003
H 1.525 -0.675 -3.275  0.000
H 3.408 0.219 -4.570  0.000
H 4.234 2.513 -4.144  0.000
H 3.159 3.906 -2.401  0.000
H 1.267 3.027 -1.103  0.000
H -1.535 0.910 1.320  0.007
H -3.047 2.714 2.075  0.000
H -3.517 4.630 0.587  0.000
H -2.523 4.717 -1.676  0.000
H -1.046 2.911 -2.449  0.000
H -1.829 -1.260 -4.786  0.000
H -3.087 -1.510 -6.868  0.000
H -5.546 -1.730 -6.824  0.000
H -6.741 -1.714 -4.657  0.000
H -5.496 -1.453 -2.557  0.000
H -3.777 1.486 -2.630  0.000
H -5.154 3.079 -1.353  0.000
H -5.854 2.544 0.959  0.000
H -5.153 0.420 2.004  0.000
H -3.756 -1.183 0.717  0.000
Br 5.207 -0.099 3.285  0.000
C 3.948 0.135 4.696  0.001
C 4.477 0.519 5.916  0.000
C 3.633 0.759 6.993  0.000
C 2.260 0.636 6.846  0.000
C 1.741 0.262 5.619  0.001
C 2.573 -0.011 4.533  0.005
C 1.924 -0.460 3.279  0.010
O 2.515 -1.219 2.462  0.082
O 0.743 -0.072 3.017  0.140
H 5.547 0.632 6.023  0.000
H 4.058 1.047 7.946  0.000
H 1.600 0.832 7.680  0.000
H 0.673 0.168 5.482  0.001

=====

Entry 4:
Entry from the Open Molecules 2025 dataset: a molecular structure, C50H48Br2N5O4Rb in a non-equilibrium geometry (ωB97M-V with the def2-TZVPD basis set).

The calculation puts the lowest unoccupied orbital energy at 2.94 eV. The net charge is -2.

Each line ends with the Löwdin charge.
Atoms and positions in Å:
Rb 1.125 -0.025 1.505  0.597
C -3.945 -3.027 -3.342  -0.007
C -3.322 -1.630 -3.320  -0.572
C -4.026 -0.659 -4.218  -0.006
O -1.919 -1.905 -3.524  -0.041
C -1.112 -1.535 -2.348  -0.129
C -2.056 -0.850 -1.376  -0.083
O -3.408 -0.961 -2.046  -0.055
C -2.275 -1.260 0.143  -0.493
O -1.193 -0.969 0.909  -0.391
C -3.402 -0.378 0.678  -0.122
C -4.223 -0.936 1.695  -0.050
C -5.202 -0.171 2.264  -0.109
C -5.260 1.216 2.004  -0.143
C -4.432 1.790 1.095  -0.110
C -3.515 0.971 0.389  -0.016
C -2.551 -2.818 0.085  -0.110
C -1.509 -3.685 0.138  -0.051
C -1.737 -5.043 0.027  -0.096
C -2.992 -5.593 -0.232  -0.114
C -4.072 -4.724 -0.175  -0.117
C -3.869 -3.345 -0.123  -0.047
C 0.224 -0.832 -2.864  -0.481
O 0.812 -0.502 -1.696  -0.220
C 1.010 -1.821 -3.783  -0.088
C 1.814 -1.298 -4.793  -0.038
C 2.633 -2.091 -5.579  -0.098
C 2.710 -3.436 -5.308  -0.134
C 1.901 -4.028 -4.330  -0.115
C 1.119 -3.211 -3.552  -0.030
C -0.117 0.481 -3.693  -0.123
C -0.456 0.483 -5.060  -0.064
C -0.641 1.668 -5.802  -0.098
C -0.696 2.880 -5.118  -0.121
C -0.385 2.899 -3.745  -0.088
C -0.132 1.706 -3.077  -0.038
H -3.948 -3.320 -4.405  0.080
H -4.938 -3.003 -2.873  0.082
H -3.245 -3.745 -2.827  0.098
H -4.061 -1.023 -5.271  0.092
H -3.520 0.287 -4.202  0.077
H -5.028 -0.539 -3.807  0.085
H -0.726 -2.456 -1.956  0.102
H -1.862 0.200 -1.360  0.110
H -4.072 -1.960 2.032  0.115
H -5.859 -0.636 3.013  0.092
H -5.918 1.846 2.622  0.089
H -4.375 2.866 1.042  0.082
H -2.843 1.385 -0.395  0.123
H -0.529 -3.305 0.327  0.114
H -0.865 -5.688 0.145  0.094
H -3.093 -6.678 -0.375  0.091
H -5.061 -5.066 -0.214  0.072
H -4.723 -2.670 -0.136  0.110
H 1.734 -0.205 -4.943  0.123
H 3.230 -1.631 -6.343  0.089
H 3.430 -4.063 -5.828  0.081
H 1.854 -5.108 -4.239  0.087
H 0.531 -3.738 -2.764  0.118
H -0.459 -0.477 -5.580  0.112
H -0.705 1.552 -6.852  0.071
H -0.840 3.829 -5.608  0.074
H -0.403 3.843 -3.191  0.088
H 0.097 1.787 -2.010  0.109
C -1.835 -0.902 7.505  -0.088
C -2.278 -0.913 6.208  -0.094
C -1.413 -0.802 5.131  -0.107
N -0.095 -0.548 5.289  0.073
C 0.311 -0.334 6.545  -0.159
C -0.436 -0.742 7.652  -0.081
H -2.559 -0.832 8.306  0.099
H -3.333 -1.102 6.034  0.103
H -1.766 -0.727 4.102  0.113
H 1.356 -0.015 6.640  0.094
H 0.089 -1.068 8.575  0.102
Br 9.564 2.464 0.981  0.650
C 7.961 1.802 0.261  -0.744
C 7.328 2.333 -0.858  -0.136
C 6.218 1.654 -1.341  -0.286
N 5.677 0.597 -0.833  0.072
C 6.277 0.043 0.177  -0.171
C 7.351 0.699 0.835  -0.152
H 7.656 3.199 -1.434  0.087
H 5.637 2.125 -2.175  -0.194
H 5.945 -0.909 0.522  0.072
H 7.642 0.299 1.807  0.081
Br 4.179 -1.218 3.333  0.758
C 3.858 0.336 4.394  -0.715
C 4.268 0.373 5.739  -0.131
C 4.269 1.598 6.415  -0.075
C 3.779 2.741 5.741  -0.043
C 3.239 2.529 4.455  -0.126
N 3.221 1.370 3.820  0.043
H 4.649 -0.542 6.192  0.096
H 4.621 1.589 7.460  0.108
H 3.768 3.745 6.123  0.091
H 2.774 3.268 3.883  0.091
C -1.436 5.734 0.713  -0.032
N -0.338 4.742 0.803  -0.127
C 1.029 4.957 0.567  -0.064
C 1.617 3.721 0.704  -0.155
N 0.714 2.773 1.066  -0.029
C -0.430 3.413 1.153  -0.171
H -1.212 6.666 1.310  0.090
H -2.389 5.280 1.076  0.086
H -1.572 6.039 -0.353  0.091
H 1.419 5.910 0.274  0.100
H 2.663 3.438 0.607  0.108
H -1.361 2.922 1.368  0.117
H 4.672 2.649 -2.607  -0.103

=====

Q: Which of these has the highest net charge?
A: C50H47As2N7S2Ti

=====

Q: Number 3 is which compound?
A: C50H47BrIrN5O2P2Te